Computed, not measured: a structure of composition C48H38N5O2P2Sr at a distorted geometry, with ωB97M-V/def2-TZVPD.

Each line ends with the Löwdin charge.
Element x y z (Å)
Sr  -1.413  0.185  0.249  1.39
O  -2.700  -0.681  4.314  -0.03
C  -1.925  -0.744  3.342  -0.54
N  -2.060  -1.373  2.176  0.00
C  -3.174  -2.215  1.985  -0.23
C  -3.682  -3.012  3.015  -0.04
C  -4.724  -3.899  2.803  -0.12
C  -5.290  -4.000  1.542  -0.12
C  -4.802  -3.224  0.502  -0.04
C  -3.737  -2.332  0.688  -0.24
N  -3.110  -1.637  -0.370  -0.01
C  -3.747  -1.443  -1.519  -0.54
O  -4.938  -1.621  -1.834  -0.03
C  -2.856  -0.911  -2.642  -0.20
C  -3.300  -1.040  -3.956  -0.01
C  -2.488  -0.601  -4.984  -0.07
C  -1.260  -0.029  -4.678  -0.07
C  -0.903  0.084  -3.346  -0.14
N  -1.681  -0.348  -2.351  0.03
C  -0.628  0.048  3.477  -0.22
C  -0.244  0.481  4.740  -0.01
C  0.941  1.184  4.871  -0.06
C  1.711  1.416  3.743  -0.07
C  1.244  0.973  2.518  -0.12
N  0.087  0.320  2.382  0.04
H  -3.244  -2.920  3.997  0.10
H  -5.092  -4.503  3.625  0.09
H  -6.113  -4.681  1.359  0.09
H  -5.241  -3.303  -0.479  0.09
H  -4.271  -1.484  -4.119  0.11
H  -2.804  -0.704  -6.015  0.10
H  -0.591  0.325  -5.450  0.10
H  0.040  0.521  -3.038  0.09
H  -0.894  0.258  5.573  0.11
H  1.267  1.536  5.843  0.11
H  2.656  1.939  3.798  0.11
H  1.809  1.148  1.609  0.09
C  2.413  -1.325  -1.252  -0.29
P  2.977  -2.710  -0.117  1.06
C  1.573  -3.886  -0.045  -0.41
C  1.906  -5.195  0.308  -0.13
C  0.929  -6.169  0.449  -0.10
C  -0.401  -5.851  0.216  -0.09
C  -0.747  -4.561  -0.155  -0.06
C  0.232  -3.584  -0.274  -0.08
C  2.974  -2.054  1.593  -0.37
C  2.040  -2.419  2.561  -0.08
C  2.223  -2.058  3.890  -0.09
C  3.326  -1.308  4.264  -0.11
C  4.246  -0.906  3.303  -0.10
C  4.074  -1.285  1.982  -0.12
C  2.207  0.098  -0.821  -0.41
C  3.190  1.071  -0.675  -0.09
C  2.514  2.304  -0.566  -0.12
C  1.158  2.010  -0.652  -0.44
C  0.049  3.009  -0.892  -0.29
P  -1.142  3.912  0.278  1.08
C  -0.296  4.177  1.868  -0.38
C  1.095  4.258  1.909  -0.10
C  1.749  4.672  3.060  -0.10
C  1.028  4.998  4.198  -0.10
C  -0.358  4.929  4.168  -0.09
C  -1.014  4.540  3.011  -0.11
C  -2.537  2.762  0.601  -0.47
C  -3.313  2.472  -0.534  -0.16
C  -4.362  1.567  -0.480  -0.08
C  -4.686  0.950  0.725  -0.06
C  -3.969  1.262  1.870  -0.07
C  -2.901  2.159  1.811  -0.14
N  0.968  0.661  -0.802  -0.04
H  1.509  -1.680  -1.746  0.06
H  3.187  -1.322  -2.022  0.06
H  2.947  -5.444  0.479  0.09
H  1.207  -7.175  0.738  0.09
H  -1.172  -6.603  0.331  0.10
H  -1.781  -4.295  -0.321  0.10
H  -0.067  -2.580  -0.551  0.08
H  1.162  -2.988  2.281  0.10
H  1.489  -2.351  4.630  0.11
H  3.462  -1.024  5.301  0.10
H  5.104  -0.308  3.587  0.10
H  4.811  -1.002  1.239  0.09
H  4.260  0.921  -0.698  0.09
H  2.970  3.283  -0.503  0.09
H  -0.639  2.618  -1.654  0.05
H  0.507  3.872  -1.381  0.07
H  1.676  3.974  1.044  0.07
H  2.832  4.720  3.068  0.10
H  1.539  5.307  5.101  0.10
H  -0.934  5.187  5.048  0.10
H  -2.097  4.538  2.999  0.10
H  -3.061  2.939  -1.481  0.10
H  -4.905  1.304  -1.379  0.12
H  -5.461  0.195  0.755  0.12
H  -4.181  0.753  2.804  0.11
H  -2.305  2.317  2.701  0.10

Its net charge is -1. Its total energy is -2989.86067 Eh. The molar mass is 866.43 g mol⁻¹. The HOMO-LUMO gap comes out at 6.660 eV. As for the energy above the lowest of the compared OMol25 structures with the same formula, charge and spin: 3.8 kcal/mol.